Entry 1:
# C8H32CaN14O8

A molecular structure, C8H32CaN14O8 (ωB97M-V/def2-TZVPD, the OMol25 dataset).

Geometry (Å):
O (3.0915, 8.2722, -11.0150)
H (0.5812, 4.4296, -10.6506)
C (-0.7564, 5.7911, -11.0725)
H (-1.1054, 3.7768, -10.7735)
N (-3.4491, 10.4898, -12.0532)
H (-0.6818, 11.8247, -9.8748)
N (-3.2592, 7.9354, -14.2714)
H (-2.7705, 5.3231, -10.9723)
H (2.5813, 12.9249, -11.8966)
N (-0.7172, 12.0352, -13.9889)
H (2.5520, 6.3478, -11.5208)
O (0.7615, 10.3087, -13.7339)
C (3.4529, 6.9158, -11.2889)
H (2.2896, 7.8096, -6.9581)
N (1.6875, 13.1745, -11.5061)
Ca (0.6309, 8.8975, -11.8128)
H (-4.3052, 10.9752, -11.8684)
H (3.9230, 8.7200, -10.8272)
N (-3.1412, 10.4498, -9.7912)
N (0.0701, 8.9579, -7.0924)
O (1.6694, 7.5887, -13.7228)
N (3.3215, 7.0169, -15.2112)
N (1.6573, 5.5561, -14.6949)
H (-0.6533, 12.2235, -13.0033)
H (0.7623, 5.3103, -14.3114)
C (0.0854, 11.0459, -14.4691)
C (0.9670, 12.1437, -11.0053)
H (2.6375, 7.9758, -8.6730)
H (-0.3770, 11.5031, -16.4355)
N (2.0156, 8.0689, -7.8852)
H (0.6022, 9.2200, -6.2804)
H (3.5736, 6.5026, -16.0359)
H (2.1452, 4.8319, -15.1902)
H (3.7602, 7.9223, -15.1574)
H (-3.6975, 8.0639, -15.1653)
O (-1.5128, 9.6676, -11.1517)
H (-0.9358, 12.7612, -14.6479)
H (-2.3354, 6.9500, -11.4855)
C (-1.8884, 7.7869, -14.3860)
N (-0.4049, 4.4870, -10.8376)
H (4.0593, 6.8227, -12.1918)
H (-0.4172, 7.5171, -15.6405)
O (0.5171, 8.9780, -9.3392)
H (-2.0006, 7.4298, -16.4356)
H (-2.5843, 10.1620, -9.0059)
H (3.9135, 6.4004, -10.4448)
H (0.7907, 10.2694, -16.1935)
N (-1.4255, 7.5271, -15.6216)
H (-0.4765, 13.4682, -10.3698)
H (-4.0054, 10.9090, -9.5712)
H (-3.0144, 10.4237, -12.9582)
O (1.2970, 10.9586, -11.0653)
C (-2.6439, 10.1091, -11.0239)
H (-0.8186, 9.3929, -7.2467)
C (2.1917, 6.7966, -14.5090)
N (0.2416, 11.0183, -15.8101)
N (-0.2519, 12.4959, -10.4884)
H (-3.5438, 8.3667, -13.4111)
O (-1.1304, 7.9755, -13.4327)
C (0.8443, 8.6703, -8.1938)
O (0.0955, 6.6724, -11.1855)
H (1.4042, 14.1336, -11.4616)
N (-2.0881, 6.0127, -11.2182)

ΔE to the lowest compared entry with this formula, charge and spin = 0.00 kJ/mol
HOMO level = -14.661 eV
Kohn-Sham gap = 0.3853 Ha
Total charge = +2
LUMO level = -4.2 eV
Maximum force = 2.15 eV/Å



Entry 2:
# C32H22MgN6O4

A molecular structure, C32H22MgN6O4 (ωB97M-V/def2-TZVPD, the OMol25 dataset).

Geometry (Å):
C (-1.3607, 2.2602, 0.6284)
H (3.6220, 3.3286, 1.2160)
C (3.4585, 2.2800, 1.0228)
C (5.2944, -4.3991, -1.5844)
C (5.9176, -3.5971, -4.1633)
C (4.4251, 0.0980, 0.7627)
N (-0.1673, 1.6786, 0.6010)
O (5.9887, 3.2487, 1.5935)
N (3.4237, -5.6924, -2.4907)
C (3.4657, -2.9500, 0.5386)
Mg (0.1865, -0.3148, 0.2595)
N (1.3645, -1.9474, 0.3755)
H (1.7353, 4.3611, 1.2593)
C (3.1365, -0.4106, 0.6459)
C (6.3531, -3.5514, -1.8031)
C (1.8340, -3.0946, -1.8089)
C (1.2867, -4.2718, 0.9988)
C (0.6331, -4.5920, -0.3603)
C (4.4926, -4.8238, -2.6471)
C (1.4353, -1.6084, -3.6468)
C (2.2040, 1.7096, 0.8294)
H (0.2018, -5.5798, -0.5030)
H (4.3130, -4.8640, -4.7815)
C (0.7468, -2.8900, 1.3052)
H (0.2252, 0.0981, -3.2063)
N (0.4596, -1.0688, -1.5403)
H (-2.2064, 1.6098, 0.4337)
C (2.7001, -4.2144, 0.3521)
C (-0.4042, 4.3899, 1.1243)
C (0.6726, -0.8158, -2.8380)
C (4.5805, 1.4630, 0.9562)
C (2.7642, -1.8121, 0.5064)
C (6.0312, 2.0651, 1.2802)
C (0.9082, -2.2686, -1.0017)
C (0.8382, 3.7899, 1.0874)
C (7.8562, -1.5240, -4.4117)
H (3.2903, -5.0935, 0.6054)
C (0.9288, 2.4222, 0.8293)
H (8.5254, -0.6924, -4.2003)
N (2.4120, -5.5552, -1.8222)
H (-1.0212, -3.4980, -1.4211)
O (-1.2407, -1.6708, 0.7316)
C (2.0206, -4.3872, -1.0737)
C (-0.5791, -2.7081, 0.5932)
H (4.5333, -2.9656, 0.6662)
H (6.9696, -3.2118, -0.9858)
H (2.6386, -3.3897, -3.7520)
C (2.0265, -2.7789, -3.1099)
H (1.1695, -4.9887, 1.8090)
H (6.1615, -3.3182, -5.1758)
C (4.8775, -4.4789, -3.9449)
H (1.5910, -1.3541, -4.6816)
H (6.9246, -1.1356, -4.8352)
C (6.6422, -3.0832, -3.0872)
C (-1.5332, 3.6080, 0.8922)
O (7.6296, -2.1625, -3.1770)
N (2.0734, 0.3962, 0.6576)
H (8.3380, -2.1932, -5.1317)
H (5.3036, -0.5267, 0.7220)
H (5.1070, -4.7889, -0.5977)
H (-0.4938, 5.4460, 1.3277)
H (0.8159, -2.5379, 2.3354)
C (-0.2812, -3.4077, -0.6368)
O (6.9263, 1.2358, 1.2032)
H (-2.5201, 4.0420, 0.9138)

ΔE to the lowest compared entry with this formula, charge and spin = 371.49 kJ/mol
HOMO level = -7.631 eV
Kohn-Sham gap = 0.2452 Ha
LUMO level = -1.0 eV
Maximum force = 1.58 eV/Å



Entry 3:
# C13H17N2O2

2 unconnected molecules or ions with the total composition C13H17N2O2 (ωB97M-V/def2-TZVPD, the OMol25 dataset).

Geometry (Å):
C (-1.5878, -0.6130, -1.2904)
C (2.4928, -0.1354, -2.2203)
H (-2.2290, 1.4244, -1.3803)
H (-2.7095, 0.4491, -2.7775)
C (2.9914, 0.8270, 2.5592)
H (3.2142, 1.2479, 1.5768)
H (2.7818, -2.0263, -1.2637)
H (-2.4467, -2.5734, -1.3421)
H (3.0263, 1.6537, 3.2702)
C (-0.5996, 0.5170, 2.1736)
H (3.7809, 0.1223, 2.8290)
H (-1.4059, -2.2791, 0.0558)
C (-2.1335, -1.8234, -0.6137)
H (1.5598, -0.6627, 1.8657)
C (-0.2369, -0.4791, -1.6163)
H (-3.5477, 0.2696, -1.2352)
H (0.4318, -2.3552, -0.7566)
C (0.7404, -1.4530, -1.2527)
C (0.2373, 0.6565, -2.3391)
H (-3.0057, -1.5713, -0.0080)
C (1.6179, 0.1928, 2.5517)
H (-0.4686, 1.3924, -2.6811)
O (0.6366, 1.1063, 2.1340)
C (-1.7033, 1.3612, 1.8330)
C (1.5665, 0.8123, -2.6311)
H (1.8848, 1.6693, -3.2022)
N (-2.9228, 0.9640, 1.9155)
H (1.3228, -0.1691, 3.5478)
H (-1.5134, 2.3609, 1.4882)
C (2.0660, -1.2723, -1.5477)
N (-4.0450, 0.6008, 2.0016)
C (-2.5692, 0.4352, -1.6936)
O (-0.7650, -0.6524, 2.4936)
H (3.5383, 0.0030, -2.4439)

HOMO level = -12.304 eV
Kohn-Sham gap = 0.2317 Ha
Total charge = +1
LUMO level = -6.0 eV
Maximum force = 6.85 eV/Å



Entry 4:
# C33H36MnN6PSb

A molecular structure, C33H36MnN6PSb (ωB97M-V/def2-TZVPD, the OMol25 dataset).

Geometry (Å):
C (-3.0538, -0.3161, -3.7984)
C (-1.1461, -5.1664, -3.7529)
H (-4.9213, 2.3480, -1.7419)
P (1.1121, 1.0017, 3.9831)
Mn (1.0505, 0.2660, 0.6417)
C (-4.3843, 1.6044, -2.3190)
H (5.2143, 1.4450, 5.1932)
H (1.2746, -1.0209, -4.1456)
C (0.2713, 2.1602, 2.8523)
C (2.6842, 0.8196, 3.0760)
C (-0.4526, -4.8633, -4.9123)
C (0.8144, 0.8519, -1.8704)
H (-3.7295, 0.0458, 0.3367)
H (2.4137, 2.2260, -2.2642)
H (-5.3454, 2.1428, -4.1569)
H (-1.3321, -1.3884, 6.0849)
H (-1.1962, -3.3381, 4.0184)
C (-0.4692, -2.1805, 2.2610)
H (-0.3757, -0.3807, -4.1556)
H (-0.7259, -2.7373, 1.3769)
H (0.5195, -3.3385, -6.0530)
C (-0.2914, -1.3911, 5.7696)
H (-2.5595, -1.0851, -4.3795)
N (0.1800, 2.0394, 1.5279)
C (4.1572, 1.2223, 5.0859)
C (0.2685, -1.1662, -4.5498)
H (0.1765, 2.8760, -2.2179)
C (-1.3867, -4.1619, -2.8284)
C (2.8748, -1.0160, -1.4161)
N (-0.3194, 3.3090, 3.2514)
H (-2.2193, 0.9115, 0.0984)
H (-0.6946, 3.3091, 0.0342)
C (-0.7182, -2.4869, 3.5654)
H (-0.5789, 1.6728, -3.2619)
H (3.9111, 0.3569, 5.6974)
C (-0.2517, -2.5430, -4.2252)
C (-0.0147, -3.5672, -5.1384)
H (0.2187, 3.3135, 5.2747)
C (0.3066, -0.5490, 3.4579)
H (4.2134, 0.5881, -1.9326)
H (-0.2547, -5.6332, -5.6461)
H (-1.5016, 3.6205, 4.9590)
N (3.8901, 0.9424, 3.6744)
C (-0.9537, -2.8530, -3.0505)
H (4.6047, 0.2687, 0.5888)
C (-2.7827, -0.1797, -2.4409)
C (-4.6289, 1.4866, -3.6810)
H (-4.1746, 0.4064, -5.4786)
C (2.1663, 1.2101, -1.9803)
C (-0.2307, 1.8657, -2.2443)
H (-0.2911, 4.8783, 4.6246)
H (0.3343, -1.0276, -5.6282)
N (-0.2221, -1.4547, 4.3108)
C (-0.4868, 3.1453, 1.0765)
N (0.1618, -0.9693, 2.2002)
H (-1.9288, -4.4079, -1.9213)
Sb (-1.4598, -1.5303, -1.4606)
C (-0.4869, 3.8095, 4.6150)
C (-3.2774, 0.8914, -0.1877)
H (-1.3190, 4.8799, 2.1963)
H (5.8998, 0.7802, 2.9545)
H (-1.1140, 1.8107, -1.6129)
C (4.1925, 0.4800, 1.5587)
N (2.8455, 0.5394, 1.7825)
H (0.2175, -2.2530, 6.1945)
C (-3.9722, 0.5184, -4.4219)
C (1.5418, -1.3761, -1.2521)
C (-3.4750, 0.7713, -1.6787)
H (3.5813, 2.0836, 5.4134)
C (-0.8013, 3.9380, 2.1387)
C (4.8495, 0.7330, 2.7257)
H (-1.4994, -6.1720, -3.5697)
H (-3.7370, 1.8021, 0.1953)
C (3.1835, 0.2880, -1.7878)
H (3.6573, -1.7469, -1.2575)
C (0.4839, -0.4762, -1.5118)
H (0.1908, -0.4825, 6.1170)
H (1.3021, -2.4005, -0.9811)

ΔE to the lowest compared entry with this formula, charge and spin = 2.23 kJ/mol
2S+1 = 6
HOMO level (spin up / spin down) = -13.020 / -13.025 eV
Kohn-Sham gap (spin up / spin down) = 0.2954 / 0.2815 Ha
Total charge = +2
LUMO level (spin up / spin down) = -5.0 / -5.4 eV
Maximum force = 0.17 eV/Å



Entry 5:
# C2H3BrCl2O

2 unconnected molecules or ions with the total composition C2H3BrCl2O (ωB97M-V/def2-TZVPD, the OMol25 dataset).

Geometry (Å):
O (0.3619, 0.6510, -1.4443)
Br (-2.4769, -0.2214, -0.4179)
H (0.8468, 1.3912, -1.8368)
Cl (1.8110, -1.4005, -0.4641)
Cl (1.8821, 1.4584, 0.5181)
C (1.0261, 0.1152, -0.3748)
C (-1.4725, -0.6828, 1.1278)
H (-1.1529, 0.1218, 1.8777)
H (-0.8257, -1.4328, 1.0144)

ΔE to the lowest compared entry with this formula, charge and spin = 368.60 kJ/mol
HOMO level (spin up / spin down) = -8.561 / -8.742 eV
Kohn-Sham gap (spin up / spin down) = 0.2956 / 0.3146 Ha
LUMO level (spin up / spin down) = -0.5 / -0.2 eV
Maximum force = 4.73 eV/Å



Entry 6:
# C19H29BrClF7I2N3O5S

A molecular structure, C19H29BrClF7I2N3O5S (ωB97M-V/def2-TZVPD, the OMol25 dataset).

Geometry (Å):
Br (-2.8128, 0.8545, -1.3801)
C (1.1295, 2.4407, -1.6763)
N (0.4102, 1.6327, -4.1088)
C (1.2218, -7.4418, 3.1191)
I (-0.2992, 4.3355, -7.8044)
H (-1.7819, -7.2835, 3.9646)
O (-0.4353, -0.2782, 0.6084)
C (2.1162, -0.3343, -0.1877)
H (-1.5242, 2.9389, -2.0058)
O (0.6105, -7.4416, 4.3980)
I (1.2056, 1.2420, -7.2091)
H (0.1508, 4.5207, -2.0684)
C (-1.1580, 1.8419, -1.9832)
C (2.3355, -1.7710, 0.5210)
C (0.9105, 4.0364, -1.3712)
C (-0.9455, -5.4909, 4.3830)
C (0.3131, 4.2765, 0.1356)
H (-1.6245, -4.2600, 2.7386)
C (-1.2062, 4.8702, 0.1021)
H (-0.8297, -5.7314, 2.2073)
C (2.5270, -1.6941, 2.1242)
C (1.5011, 2.1050, -3.2037)
H (1.9079, -6.5996, 2.9886)
F (3.8222, -1.3120, 2.5291)
S (0.3590, 0.0548, -0.6449)
H (0.2175, -6.2885, 6.0035)
H (-2.2370, -6.7047, 5.3883)
C (-0.8020, -4.9452, 2.9643)
C (0.3427, -6.1452, 4.9247)
H (1.9173, 4.6038, -1.3614)
H (1.7895, -8.3691, 3.0168)
H (-3.1992, 4.7135, 1.0895)
C (-0.8645, 4.4852, -4.6289)
O (-2.2767, 2.8184, 1.2091)
H (0.0077, 5.0706, -4.1479)
H (1.2122, -5.4888, 4.7985)
C (-0.2457, 3.5603, -5.7582)
N (0.0106, 1.6613, -1.0780)
O (-3.3700, 1.4400, 2.7904)
H (0.1331, -4.3915, 2.8498)
H (-1.2432, 0.2792, -3.5590)
F (1.4929, -0.9610, 2.7748)
H (0.4589, -7.4377, 2.3378)
H (-1.4953, 5.2960, -5.1645)
H (0.4245, 3.3630, 0.8095)
H (2.2996, 1.2659, -3.1353)
H (0.6940, 0.6623, -4.3944)
F (2.7035, 0.6195, 0.7266)
O (-0.0574, -1.0017, -1.6655)
C (-3.3555, 2.5052, 2.1184)
H (2.0979, 2.2257, -1.0741)
H (-1.1772, -4.6405, 5.0333)
H (-1.7593, 1.9158, -4.1554)
H (-1.1372, 6.0056, 0.3216)
F (2.3629, -3.0432, 2.5890)
H (-1.5615, 3.9912, -3.8799)
N (-2.0810, -6.4215, 4.4225)
H (-1.6981, 4.7879, -0.9291)
Cl (2.5102, 3.5225, -3.8654)
H (-1.8355, 4.6278, 2.3127)
C (-0.9531, 1.4002, -3.5057)
C (-2.1413, 4.2673, 1.2625)
F (3.5558, -2.3446, 0.0199)
C (0.3475, 2.3060, -5.4745)
F (3.0052, -0.3235, -1.3292)
H (0.9387, 5.1136, 0.6350)
F (1.3232, -2.7171, 0.2762)
H (-4.2585, 3.2047, 2.2552)

ΔE to the lowest compared entry with this formula, charge and spin = 577.03 kJ/mol
HOMO level = -10.214 eV
Kohn-Sham gap = 0.2251 Ha
Total charge = +1
LUMO level = -4.1 eV
Maximum force = 9.67 eV/Å



Entry 7:
# C28H24F6N5NiO8S5

A molecular structure, C28H24F6N5NiO8S5 (ωB97M-V/def2-TZVPD, the OMol25 dataset).

Geometry (Å):
H (6.5182, -2.9582, 1.9424)
H (1.9929, 3.7928, 3.2319)
O (-4.4556, 0.6226, 1.1279)
C (1.1441, -0.4380, -3.8553)
H (2.7734, -4.0055, -1.5312)
H (6.1676, 0.9197, 0.4528)
C (0.8854, -5.0281, -1.2735)
C (-5.3425, 4.5112, -1.6941)
H (3.4598, 1.7512, 3.6693)
S (0.7662, 1.5008, 0.1426)
O (-2.0014, 0.4066, 1.0165)
Ni (-1.1860, 1.0059, -0.9447)
C (-3.6029, 4.4114, -0.0350)
O (-0.5550, 1.3368, -2.9183)
S (-3.3091, -0.2366, 1.1022)
N (0.7372, 3.7358, 1.7309)
C (4.5377, 2.2450, 0.0061)
C (3.4093, 2.8929, 0.4817)
O (-3.3092, 0.1431, -1.7280)
F (-2.2373, -1.9157, 2.8303)
O (3.3844, -1.4536, -1.4443)
H (-5.3873, 5.5705, 0.1720)
F (-3.1626, -0.1542, 3.6893)
C (4.7193, -2.3336, 0.9559)
C (-0.8156, -3.7896, -0.0954)
C (-2.9037, 3.5291, -0.8520)
H (3.0746, -2.5088, 4.4501)
H (2.8154, 3.5133, -0.1746)
C (-0.4025, -4.9358, -0.7585)
C (-4.6364, 3.6315, -2.5007)
N (-1.0030, 3.5991, 0.3724)
O (-3.4433, -2.3187, -2.1489)
H (1.1904, -5.9164, -1.8125)
F (-4.3970, -1.7650, 2.9343)
C (5.4690, -2.7177, 2.0610)
C (5.2985, 1.4368, 0.8384)
C (0.2179, 3.0059, 0.7956)
C (-3.4146, 3.1299, -2.0797)
H (1.8728, -0.2309, -3.0759)
C (-3.2729, -1.0806, 2.7369)
H (-0.2640, -1.7978, 0.5109)
H (1.7369, -1.8084, 2.4878)
H (5.4944, 0.6398, 2.8229)
C (0.0649, -2.7284, 0.0603)
C (3.0105, 2.7098, 1.8055)
N (-1.6621, 2.9535, -0.4532)
C (3.5338, -2.4662, 3.4705)
H (-2.8547, 2.4374, -2.6957)
S (-0.4808, -0.1243, -3.2427)
N (1.8830, 3.3587, 2.3337)
N (-3.4118, -1.4895, 0.1641)
H (4.8150, 2.3638, -1.0338)
H (5.4658, -3.0818, 4.1746)
H (5.1500, -2.2493, -0.0341)
S (2.4430, -1.4316, -0.2889)
C (3.7854, 1.9125, 2.6480)
H (-1.8339, -3.6932, 0.2552)
O (-0.5808, -0.8159, -1.9303)
H (-1.0996, -5.7512, -0.9051)
S (-3.7528, -1.1835, -1.3514)
C (1.7734, -3.9758, -1.1160)
C (1.3540, -2.8454, -0.4341)
C (-5.6100, -1.0557, -1.4531)
C (-4.8254, 4.8976, -0.4634)
C (4.8781, -2.7861, 3.3144)
H (1.2982, 0.1968, -4.7255)
C (3.3801, -2.0330, 1.1233)
F (-6.0100, -1.4797, -2.6545)
F (-6.0306, 0.1936, -1.2912)
H (1.1838, -1.4868, -4.1416)
H (-6.3054, 4.8878, -2.0162)
H (-5.0401, 3.3193, -3.4548)
C (4.9220, 1.2844, 2.1668)
H (-3.1888, 4.6847, 0.9251)
C (2.7801, -2.0802, 2.3741)
O (-1.4157, -0.5527, -4.2440)
F (-6.1822, -1.8282, -0.5250)

ΔE to the lowest compared entry with this formula, charge and spin = 0.00 kJ/mol
2S+1 = 3
HOMO level (spin up / spin down) = -5.032 / -5.015 eV
Kohn-Sham gap (spin up / spin down) = 0.2519 / 0.2522 Ha
Total charge = -1
LUMO level (spin up / spin down) = 1.8 / 1.8 eV
Maximum force = 0.40 eV/Å